1.
C14H11BMnN6S7 | ωB97M-V/def2-TZVPD

Atoms and positions in Å:
Mn1 -0.72357 -0.36744 -0.78551
B1 1.85313 1.99943 -2.10619
N1 2.22224 0.57470 -1.56398
C1 3.48626 0.15489 -1.44788
C2 3.49158 -1.21243 -1.23468
C3 2.13914 -1.55457 -1.23629
N2 1.38708 -0.47589 -1.44766
N3 0.40144 2.43722 -1.76825
C4 0.00804 3.71063 -1.66525
C5 -1.37436 3.75497 -1.65318
C6 -1.75024 2.41664 -1.75176
N4 -0.67772 1.63201 -1.83141
H1 2.60669 2.78695 -1.57381
H2 2.00123 1.99542 -3.31305
H3 4.29437 0.86091 -1.53161
H4 4.34034 -1.85604 -1.08942
H5 1.65687 -2.50631 -1.08324
H6 0.74070 4.49545 -1.61223
H7 -2.00701 4.61743 -1.55834
H8 -2.72975 1.96554 -1.74055
S1 -2.83333 -1.05666 -2.03576
C7 -2.72195 -2.42394 -0.97635
S2 -1.19661 -2.77403 -0.22781
C8 -3.82670 -3.23568 -0.74169
C9 -3.75897 -4.39425 0.08056
N5 -3.76069 -5.33976 0.74106
C10 -5.08984 -2.98956 -1.34640
N6 -6.13530 -2.83059 -1.80833
C11 2.62855 0.09609 1.95984
S3 1.56022 -1.35586 2.08866
C12 0.32101 -0.69819 3.13804
C13 -0.60358 0.23026 2.79250
S4 -0.87866 1.00158 1.27472
S5 -1.61172 0.75341 4.12702
C14 -0.91975 -0.19176 5.38568
S6 -1.42712 -0.14702 6.97073
S7 0.34035 -1.19581 4.81140
H9 3.47082 -0.19440 1.33599
H10 2.98393 0.40059 2.94346
H11 2.09288 0.91609 1.48098

Values from the calculation:
**LUMO (spin up / spin down)**: 4.16 / 4.16 eV
**⟨S²⟩**: 8.7561
**HOMO energy (spin up / spin down)**: -2.04 / -2.46 eV
**Net charge**: -2
**Spin multiplicity**: 6

Atomic partial charges in e from the Löwdin method, atoms 1 to 5: Mn 0.32; B -0.43; N -0.07; C -0.13; C -0.09

2.
C4H12NOS | ωB97M-V/def2-TZVPD

Atoms and positions in Å:
C1 1.79025 -0.22165 -0.72772
N1 0.83606 -0.75921 0.21493
C2 -0.55598 -0.57206 -0.15471
C3 -1.47167 -0.39427 1.05520
S1 -3.23984 -0.43759 0.60736
C4 3.22842 -0.67143 -0.40159
H1 1.80651 0.87377 -0.73541
H2 1.45910 -0.56618 -1.70378
H3 1.01044 -0.42637 1.15861
H4 -0.71013 0.30699 -0.78259
H5 -0.97401 -1.41468 -0.71472
H6 -1.23005 -1.14628 1.79241
H7 -1.28642 0.58440 1.50789
H8 3.29385 -1.65689 0.03000
H9 3.63513 0.06027 0.30823
H10 3.85224 -0.55633 -1.29399
H11 -3.26714 1.78721 -0.00557
H12 -4.55552 2.49411 -0.13615
O1 -3.62124 2.71619 -0.01838

Values from the calculation:
**LUMO**: 3.47 eV
**HOMO energy**: -2.78 eV
**Net charge**: -1

Atomic partial charges in e from the Löwdin method, atoms 1 to 5: C -0.32; N -0.11; C -0.37; C -0.76; S 0.20

3.
C32H52BCl2F16N2O12PS | ωB97M-V/def2-TZVPD

Atoms and positions in Å:
C1 2.18488 4.76656 -0.44014
C2 0.71516 4.42476 0.16684
C3 0.93339 4.13220 1.75502
Cl1 -0.33546 4.91044 2.80337
C4 1.20511 2.57361 1.97490
O1 0.38691 1.63961 1.28320
C5 -1.02226 1.74808 1.33936
P1 -1.83089 1.07846 2.96947
N1 -0.94392 -0.30879 3.57297
O2 -1.73666 2.34899 4.15841
C6 -1.81594 0.92184 0.15415
S1 -3.00931 -0.36442 0.89354
C7 -2.91308 2.02437 -0.39235
C8 -3.82732 1.37849 -1.56752
C9 -5.39270 1.30524 -1.14096
O3 -6.17052 1.39919 -2.35766
C10 -7.20058 0.37855 -2.39164
O4 -1.12081 0.57267 -0.99152
C11 -0.10364 -0.41911 -1.07790
C12 1.23331 0.46216 -1.43685
C13 2.19144 -0.13770 -2.54582
C14 3.57151 0.72408 -2.61409
C15 4.55728 0.44829 -1.38608
C16 5.00500 -1.07617 -1.20317
O5 6.37549 -1.24147 -1.67578
C17 6.39481 -1.03467 -3.09104
C18 7.31075 0.16120 -3.62484
O6 5.70241 -1.74052 -3.86012
C19 -0.47666 -1.19495 -2.46252
O7 0.16599 -2.46880 -2.66078
N2 -0.84584 -3.36160 -2.92460
O8 -0.42589 -4.32426 -3.47261
C20 0.18296 -1.37336 0.15485
Cl2 1.95164 -1.96688 0.26758
C21 -0.70560 -2.72601 0.25320
C22 0.09813 -4.09726 0.09993
B1 1.57794 2.15545 3.53270
O9 1.15613 2.83008 4.70352
O10 2.39259 0.95051 3.71086
H1 2.90898 3.87762 -0.33537
H2 2.64839 5.59608 0.21551
H3 2.14045 5.19133 -1.49247
H4 0.23314 3.55441 -0.37997
H5 0.12864 5.40406 0.07760
H6 1.92767 4.66205 2.00039
H7 2.24790 2.44015 1.47381
H8 -1.41086 2.83593 1.31622
H9 -1.42656 -1.19381 3.38495
H10 0.04541 -0.32934 3.29266
H11 -1.24638 1.94491 4.90857
H12 -3.38484 -1.11987 -0.22203
H13 -2.36113 2.93696 -0.78864
H14 -3.58553 2.25021 0.51265
H15 -3.74704 1.97690 -2.54790
H16 -3.53130 0.31219 -1.82726
H17 -5.60635 0.27450 -0.67356
H18 -5.64921 2.08130 -0.34777
H19 -6.78317 -0.63746 -2.73490
H20 -8.01423 0.65786 -3.14313
H21 -7.72582 0.25670 -1.38067
H22 1.86547 0.68345 -0.51224
H23 0.90250 1.50017 -1.82139
H24 1.72756 -0.01053 -3.59485
H25 2.42246 -1.24799 -2.44625
H26 4.05354 0.58995 -3.64428
H27 3.22924 1.82722 -2.58217
H28 5.48215 1.11912 -1.54770
H29 4.08719 0.80004 -0.41141
H30 4.34112 -1.83458 -1.72296
H31 4.95510 -1.29801 -0.07751
H32 6.63843 1.05388 -3.85874
H33 8.03529 0.42895 -2.78714
H34 7.85100 -0.23282 -4.55858
H35 -1.60998 -1.39794 -2.36962
H36 -0.38986 -0.49529 -3.37259
H37 0.01593 -0.86027 1.17095
H38 -1.22978 -2.77047 1.27882
H39 -1.56970 -2.73482 -0.50992
H40 0.69254 -4.19595 -0.87534
H41 -0.70018 -4.93150 0.03841
H42 0.72761 -4.37862 1.02114
H43 1.67470 2.54828 5.48665
H44 3.27006 1.19722 3.33516
C23 -6.99782 5.46770 3.76751
C24 -7.24389 4.64225 5.04827
C25 -6.35077 3.41532 5.23698
F1 -6.51596 2.50247 4.26181
F2 -6.65623 2.78709 6.40130
F3 -8.55398 4.30357 5.11040
F4 -7.02403 5.47947 6.10484
O11 -7.87882 5.22824 2.66217
C26 -7.54850 4.17330 1.78560
C27 -8.61766 3.07628 1.76077
F5 -8.78882 2.52247 2.97950
F6 -8.25437 2.07504 0.92354
F7 -6.32226 3.70390 2.07891
F8 -7.45006 4.72932 0.55612
H45 -7.19568 6.50882 4.03895
H46 -5.94888 5.45869 3.46023
H47 -5.29485 3.69685 5.27776
H48 -9.58074 3.47399 1.43295
C28 5.23837 -6.53743 -3.07702
C29 4.34274 -5.67172 -2.16594
C30 5.03576 -4.51136 -1.45278
F9 6.00030 -4.92563 -0.60900
F10 4.13923 -3.82272 -0.69690
F11 3.70523 -6.47548 -1.28015
F12 3.36638 -5.14345 -2.96035
O12 5.72369 -7.76965 -2.52747
C31 6.91419 -7.72249 -1.77126
C32 6.70047 -8.15821 -0.31828
F13 5.81278 -7.36066 0.31242
F14 7.85928 -8.08405 0.38091
F15 7.47420 -6.50440 -1.87647
F16 7.77080 -8.57960 -2.37405
H49 4.60234 -6.85438 -3.90870
H50 6.03783 -5.95952 -3.54758
H51 5.47489 -3.81092 -2.16938
H52 6.32856 -9.18408 -0.26865

Values from the calculation:
**LUMO**: -0.13 eV
**HOMO energy**: -8.02 eV
**Net charge**: 0

Atomic partial charges in e from the Löwdin method, atoms 1 to 5: C -0.12; C -0.22; C -0.60; Cl 0.62; C -0.23

4.
C2Cl6O2P | ωB97M-V/def2-TZVPD

Atoms and positions in Å:
C1 1.08267 0.46214 -0.14549
C2 -1.83780 0.10274 -0.15894
O1 -0.13517 -1.97123 0.54920
O2 3.70674 -0.29579 0.78704
P1 -0.31034 -0.57816 0.93963
Cl1 2.30696 -0.78180 0.34686
Cl2 1.36715 1.89841 0.72810
Cl3 1.06724 0.65576 -1.86665
Cl4 -3.02976 -0.55919 1.01759
Cl5 -1.89292 -0.75567 -1.77582
Cl6 -2.32477 1.82278 -0.42152

Values from the calculation:
**LUMO**: 2.99 eV
**HOMO energy**: -4.86 eV
**Net charge**: -1

Atomic partial charges in e from the Löwdin method, atoms 1 to 5: C -1.68; C -1.67; O -0.56; O -0.72; P 0.48

5.
C36H77N3O18 | ωB97M-V/def2-TZVPD

Atoms and positions in Å:
C1 2.57558 -9.18535 0.53150
O1 3.38192 -9.70196 -0.51598
C2 4.06863 -8.65862 -1.20120
C3 3.86470 -8.90629 -2.69725
O2 2.53146 -8.59706 -3.05088
C4 2.39898 -7.31050 -3.62775
C5 2.88767 -6.08080 -2.84786
O3 2.21755 -6.08931 -1.59938
C6 2.39872 -4.96428 -0.77862
H1 1.86574 -9.89422 0.95390
H2 1.98731 -8.37989 0.07756
H3 3.18948 -8.79073 1.34832
H4 5.12189 -8.69102 -0.90430
H5 3.75386 -7.65644 -0.91242
H6 4.01351 -9.98051 -2.84500
H7 4.66746 -8.53284 -3.34304
H8 1.35400 -7.19545 -3.91542
H9 2.92175 -7.37579 -4.59292
H10 2.57252 -5.19599 -3.41067
H11 3.97686 -6.01232 -2.76679
H12 2.47010 -3.97799 -1.25126
H13 3.29990 -5.03664 -0.15927
H14 1.51093 -4.97475 -0.14649
C7 -0.30222 0.70311 -3.44802
O4 -0.22850 0.45511 -4.82590
C8 -1.31832 1.00716 -5.53942
C9 -2.35914 -0.04288 -5.82720
O5 -2.76375 -0.69839 -4.62129
C10 -3.93410 -0.16883 -4.04579
C11 -4.42912 -1.05184 -2.91082
O6 -4.71397 -2.38719 -3.18919
C12 -5.68780 -2.66420 -4.15368
H15 -1.28653 0.61677 -2.98879
H16 0.07011 1.70182 -3.17746
H17 0.37294 0.14302 -2.79461
H18 -0.84813 1.43410 -6.43104
H19 -1.79284 1.85670 -5.03483
H20 -1.99794 -0.84556 -6.46691
H21 -3.23871 0.44594 -6.26006
H22 -4.71875 -0.05727 -4.80830
H23 -3.74862 0.82836 -3.62539
H24 -5.28458 -0.55317 -2.44198
H25 -3.59217 -0.99708 -2.20874
H26 -5.21431 -2.74807 -5.13733
H27 -6.48638 -1.91554 -4.22634
H28 -6.20105 -3.60052 -3.93520
C13 0.66752 3.32796 2.94202
O7 0.94088 4.70702 2.86135
C14 0.08698 5.46213 2.02108
C15 0.01778 4.98259 0.57212
O8 1.36283 4.93714 0.13794
C16 1.51846 4.99548 -1.24722
C17 3.02257 4.91304 -1.57811
O9 3.70603 6.00381 -1.04900
C18 5.10522 5.84883 -1.17575
H29 0.37675 3.04607 3.95582
H30 1.53235 2.71816 2.66057
H31 -0.08058 3.02125 2.20804
H32 0.58350 6.42689 1.90217
H33 -0.88052 5.59907 2.50907
H34 -0.68349 5.57641 -0.02156
H35 -0.39925 3.96931 0.50222
H36 1.14754 5.94187 -1.67397
H37 0.91760 4.26202 -1.79793
H38 3.19419 4.67855 -2.63437
H39 3.25855 3.95948 -1.07703
H40 5.56331 6.70021 -0.67172
H41 5.37832 5.95725 -2.23165
H42 5.46339 4.91954 -0.72795
C19 -7.02554 5.10056 8.01917
O10 -5.96726 4.68406 7.17319
C20 -5.33312 3.52923 7.68805
C21 -4.16078 3.22458 6.74820
O11 -4.61610 2.56941 5.60011
C22 -3.61392 2.08911 4.72944
C23 -4.14333 1.57144 3.39675
O12 -3.07619 1.28242 2.52619
C24 -3.16981 -0.01097 1.94560
H43 -7.39359 6.07211 7.69392
H44 -6.63692 5.17400 9.03887
H45 -7.87751 4.41380 7.97706
H46 -6.06964 2.72470 7.78190
H47 -4.89746 3.60294 8.69312
H48 -3.46717 2.61570 7.34512
H49 -3.65457 4.15188 6.46707
H50 -3.24266 1.19503 5.24626
H51 -2.77429 2.76834 4.56009
H52 -4.84092 2.23720 2.87293
H53 -4.79360 0.71179 3.59658
H54 -2.33717 -0.11329 1.25246
H55 -4.07960 -0.05982 1.33722
H56 -3.15053 -0.79818 2.70069
C25 6.52891 1.46958 -1.27088
O13 5.34957 1.47336 -0.45876
C26 5.51667 1.23316 0.81822
O14 6.55188 1.23213 1.42963
O15 4.29343 1.07787 1.35725
C27 4.25740 1.19679 2.76244
H57 7.08680 0.55731 -1.07428
H58 7.12035 2.35635 -1.04640
H59 6.26361 1.53185 -2.32207
H60 5.19455 1.08118 3.30540
H61 3.55887 0.52882 3.26719
H62 3.93051 2.19267 3.07710
C28 -2.88995 2.26020 -1.01269
O16 -3.42535 2.97985 -2.13059
C29 -2.62050 3.73827 -2.86276
O17 -1.44379 3.91093 -2.70583
O18 -3.36316 4.23692 -3.85030
C30 -2.64633 4.70162 -5.01797
H63 -2.33987 1.39172 -1.36392
H64 -3.77634 1.89722 -0.49344
H65 -2.31722 2.83869 -0.29371
H66 -1.75549 4.09951 -5.18153
H67 -2.40248 5.73081 -4.75089
H68 -3.31659 4.61437 -5.86699
C31 5.53791 -3.19108 3.31584
C32 4.44581 -2.94794 2.36903
N1 3.55411 -2.71728 1.68481
H69 6.48514 -3.20073 2.78140
H70 5.40353 -4.04387 3.97325
H71 5.57747 -2.31694 3.97083
C33 1.30532 -1.07057 -0.10661
C34 0.42641 0.06405 0.06329
N2 -0.27516 0.96135 0.18720
H72 1.33591 -1.71546 0.77492
H73 2.32196 -0.66511 -0.04660
H74 1.23882 -1.74212 -0.95728
C35 -0.54889 -4.54360 1.77954
C36 -1.61365 -4.18155 2.72853
N3 -2.45466 -3.94418 3.47300
H75 0.11934 -3.70167 1.63070
H76 -1.03194 -4.93759 0.88576
H77 0.01210 -5.39973 2.15562

Values from the calculation:
**LUMO**: 0.09 eV
**HOMO energy**: -9.01 eV
**Net charge**: 0

Atomic partial charges in e from the Löwdin method, atoms 1 to 5: C -0.10; O -0.17; C -0.20; C -0.19; O -0.11

6.
C6H8OS | ωB97M-V/def2-TZVPD

Atoms and positions in Å:
C1 -1.00135 1.11449 0.91937
C2 0.30949 0.56956 0.37321
C3 0.59581 -0.91136 0.77529
C4 1.03640 -1.54341 -0.49870
C5 0.82084 -0.77562 -1.56432
C6 0.26547 0.50922 -1.14960
H1 -2.28948 0.48695 -0.34173
H2 -1.06688 2.18040 0.64057
H3 -0.95384 1.04670 2.00781
H4 1.08763 1.24691 0.77056
H5 -0.30507 -1.40738 1.16604
H6 1.35069 -0.94819 1.56705
H7 1.51550 -2.55358 -0.50741
H8 1.07446 -1.05707 -2.58964
O1 -2.16145 0.37499 0.57605
S1 -0.27822 1.66739 -2.14454

Values from the calculation:
**LUMO**: -0.49 eV
**HOMO energy**: -8.65 eV
**Net charge**: 0

Atomic partial charges in e from the Löwdin method, atoms 1 to 5: C -0.27; C -0.30; C -0.14; C -0.06; C -0.11

7.
C24H33HfO5 | ωB97M-V/def2-TZVPD

Atoms and positions in Å:
C1 -0.18277 -0.28710 -3.65648
C2 -0.86468 -1.44905 -2.90188
C3 -0.51879 1.06183 -3.02846
C4 -1.47518 0.74720 -1.87630
H1 -0.90242 1.74132 -3.78741
H2 0.41866 1.50247 -2.67703
C5 -1.28529 -0.81981 -1.59431
H3 -0.13757 -2.24835 -2.74468
H4 -1.72179 -1.84422 -3.45573
C6 -0.11332 -0.81651 -0.61900
H5 -2.17649 -1.26822 -1.14783
H6 -2.52836 1.03219 -2.08459
C7 -0.85713 1.31502 -0.55779
C8 1.34008 -0.49518 -3.53007
C9 -0.45420 -0.19496 -5.16293
O1 -0.57066 0.90236 -5.68423
O2 1.92396 -0.99055 -2.58328
O3 1.93741 -0.02344 -4.62563
O4 -0.54272 -1.31658 -5.89870
C10 0.00307 -2.57520 -5.45363
H7 -0.69219 -3.11017 -4.80007
H8 0.96887 -2.42565 -4.95481
H9 0.14902 -3.13240 -6.37122
C11 3.35577 -0.08867 -4.73661
H10 3.88358 0.53467 -4.01560
H11 3.51690 0.28685 -5.73669
H12 3.73867 -1.10223 -4.64976
O5 0.30756 0.56213 -0.50111
H13 0.76198 -1.40127 -0.90599
H14 -0.42778 -1.10126 0.38340
C12 -1.92188 1.07751 0.51989
C13 -0.53946 2.81205 -0.46645
H15 -1.34564 3.41961 -0.89301
H16 0.39699 3.11184 -0.93251
H17 -0.46473 3.10187 0.58840
H18 -1.55623 1.33777 1.52413
H19 -2.29486 0.04678 0.50937
H20 -2.76807 1.73713 0.29025
Hf1 -0.00709 0.44845 4.48779
C14 -1.80640 -0.87924 5.15101
C15 -2.18624 -0.54480 3.80637
C16 -1.36439 -1.30573 2.90991
H21 -3.08823 -0.00043 3.53259
C17 -0.40503 -2.00941 3.68060
C18 -0.66990 -1.75917 5.06668
H22 -0.21449 -2.27126 5.91699
H23 -2.28437 -0.57798 6.08403
H24 -1.59105 -1.50550 1.86432
H25 0.27054 -2.78028 3.30462
C19 2.14078 1.43520 4.01791
C20 2.33959 0.23005 4.76750
C21 2.12806 -0.88211 3.88981
H26 2.69992 0.16854 5.79614
C22 1.85842 -0.36320 2.58662
C23 1.78101 1.05694 2.67637
H27 1.75515 1.72438 1.81710
H28 2.34676 2.42584 4.40680
H29 2.35156 -1.91813 4.16041
H30 1.86002 -0.93004 1.65610
C24 -0.94989 2.35604 4.16016
H31 -2.00270 2.35488 3.82951
H32 -0.38416 3.02111 3.48589
H33 -0.93816 2.86610 5.16316

Values from the calculation:
**LUMO (spin up / spin down)**: 2.11 / 2.11 eV
**HOMO energy (spin up / spin down)**: -0.42 / -0.43 eV
**Net charge**: -1

Atomic partial charges in e from the Löwdin method, atoms 1 to 5: C -0.23; C -0.08; C -0.04; C -0.13; H 0.12

8.
C4H11N2O2P | ωB97M-V/def2-TZVPD

Atoms and positions in Å:
C1 2.07046 0.26766 -1.47736
C2 -2.58290 0.75172 0.21881
C3 2.12526 -0.94979 1.64419
C4 -1.34792 1.03924 -0.57680
N1 1.93412 -1.00015 -1.55315
N2 -0.26929 0.31395 0.04727
O1 1.15760 2.45840 0.01268
O2 1.99035 0.42848 1.32920
P1 1.25571 1.03362 0.02173
H1 2.32821 0.89402 -2.30369
H2 -2.40990 1.07578 1.19292
H3 -3.51812 1.32544 -0.01480
H4 -2.67672 -0.31576 0.44084
H5 3.04405 -0.91138 2.22818
H6 2.17352 -1.73542 0.73130
H7 1.50091 -1.13973 2.44446
H8 -1.60651 0.82680 -1.56735
H9 -0.95231 2.00466 -0.63169
H10 2.16570 -1.24465 -2.49712
H11 -0.07953 -0.65858 -0.05424

Values from the calculation:
**LUMO**: 0.42 eV
**HOMO energy**: -9.70 eV
**Net charge**: 0

Atomic partial charges in e from the Löwdin method, atoms 1 to 5: C -0.21; C -0.10; C -0.13; C -0.31; N 0.05

| no. | E_tot (hartree) |
| --- | --- |
| 1 | -4832.0254 |
| 2 | -687.8137 |
| 3 | -5545.3248 |
| 4 | -3329.1350 |
| 5 | -2936.1293 |
| 6 | -706.8178 |
| 7 | -1358.4126 |
| 8 | -760.3425 |